Computed, not measured: 3 unconnected molecules or ions with the total composition C28H57F6N6O7P2 in a non-equilibrium geometry, with ωB97M-V/def2-TZVPD.

Each line ends with the Mulliken charge.
Geometry (Å):
C 8.29201 0.11504 -3.14007  -0.656
O 7.38649 -0.92362 -2.83186  -0.359
C 6.34585 -0.56140 -1.93886  -0.784
C 4.97939 -0.82366 -2.56848  -0.213
C 4.35894 0.40856 -3.23666  -0.422
C 3.07623 0.06023 -3.99183  -0.316
C 2.29693 1.23623 -4.59539  -1.100
C 1.87055 2.32192 -3.58569  -0.571
C 0.38105 2.23937 -3.23695  -0.381
C -0.02503 3.10335 -2.03529  -0.911
C -1.33570 2.63942 -1.38725  -0.285
C -1.17603 1.67095 -0.21860  -0.097
N -0.93163 0.23062 -0.62457  1.943
C -2.10726 -0.62910 -0.39225  -1.533
C -1.89529 -2.11904 -0.67894  0.579
C -2.35527 -2.65096 -2.07749  -1.276
C -2.76996 -1.61805 -3.14338  0.249
C -4.29289 -1.51808 -3.36075  -1.302
C -5.12779 -1.04499 -2.16441  -0.347
C -5.32743 0.48568 -2.02384  -0.561
N -4.52117 1.26606 -2.97418  -0.549
C -0.41370 -2.50823 -0.44280  -0.280
P -0.38376 -4.30863 0.02720  0.491
N -0.65195 -5.19808 -1.21878  -0.757
N 0.18243 -1.45546 0.52327  0.770
P 1.63825 -1.94126 1.31383  0.141
N 2.68047 -2.59055 0.39077  -0.545
O 2.14218 -0.61444 2.04300  -0.480
O 0.96294 -2.73354 2.53100  -0.456
C 0.21015 -0.25784 -0.13189  -1.773
N 1.38143 0.44415 -0.34435  0.753
H 8.73960 0.53978 -2.23180  0.308
H 7.80579 0.92043 -3.70461  0.253
H 9.08141 -0.31820 -3.75606  0.253
H 6.45718 -1.17783 -1.03701  0.323
H 6.45482 0.49008 -1.63975  0.422
H 4.29403 -1.24101 -1.82217  0.064
H 5.12990 -1.59285 -3.33603  0.302
H 4.18156 1.16770 -2.46395  0.270
H 5.09333 0.82221 -3.93788  0.339
H 2.41835 -0.53502 -3.33594  -0.140
H 3.36440 -0.60964 -4.80919  0.509
H 1.38391 0.82292 -5.04024  0.431
H 2.87033 1.66167 -5.42348  0.391
H 2.45976 2.25934 -2.66286  0.208
H 2.07796 3.31267 -4.00317  0.453
H 0.10021 1.19018 -3.06752  -0.013
H -0.19147 2.57683 -4.10847  0.518
H 0.76933 3.08775 -1.27799  0.184
H -0.13689 4.13988 -2.36533  0.602
H -1.94243 2.11759 -2.13726  -0.459
H -1.92790 3.48628 -1.02769  0.541
H -2.10222 1.64796 0.36200  0.668
H -0.39796 1.99612 0.47362  -0.393
H -2.38902 -0.48295 0.65870  0.581
H -2.92260 -0.23437 -0.99517  -0.186
H -2.49490 -2.62281 0.08835  0.602
H -1.54017 -3.25339 -2.48242  0.629
H -3.17515 -3.36198 -1.93351  0.475
H -2.36130 -1.95879 -4.10149  0.457
H -2.30571 -0.64016 -2.96904  -0.591
H -4.50974 -0.92430 -4.25207  0.490
H -4.61680 -2.54099 -3.59179  0.421
H -6.12316 -1.49299 -2.23586  0.493
H -4.69057 -1.43833 -1.23806  0.168
H -6.37232 0.73830 -2.21439  0.486
H -5.11021 0.77166 -0.98419  0.176
H -3.53834 1.03941 -2.89049  -0.021
H -4.59952 2.25260 -2.75938  0.342
H 0.13109 -2.40151 -1.38652  0.318
H -1.42614 -4.31694 0.96839  0.076
H 0.80849 -4.55082 0.70747  0.042
H 0.09553 -5.84896 -1.42048  0.248
H 2.97040 -3.52883 0.63004  0.285
H 2.92343 -0.28545 1.57706  0.372
H 1.54037 -2.69459 3.30510  0.299
H 1.75679 1.10307 0.31651  0.202
H 1.90685 0.26193 -1.18691  -0.281
C -1.29604 -1.01301 5.07201  -0.771
C -0.95360 -2.47068 5.29102  -0.009
O -0.59814 -2.73242 6.66080  -0.349
C -1.61847 -2.86970 7.49918  0.279
O -2.77767 -2.80194 7.23297  -0.505
C -1.08781 -3.18269 8.91735  0.945
F -0.08451 -2.36806 9.23917  -0.245
F -0.63962 -4.43899 8.95085  -0.248
F -2.05387 -3.04632 9.80608  -0.231
H -0.47442 -0.37530 5.40026  0.322
H -1.48232 -0.83002 4.01283  0.019
H -2.18707 -0.73427 5.63207  0.438
H -0.07380 -2.74917 4.72267  0.023
H -1.77268 -3.12600 4.99593  0.369
C -2.87842 4.64352 4.33550  -1.118
C -2.33728 5.20811 3.04380  -0.212
O -0.93329 4.86997 2.86727  -0.311
C -0.66526 3.67219 2.41839  0.280
O -1.42447 2.79830 2.10730  -0.502
C 0.86479 3.50281 2.26430  0.873
F 1.53670 3.93228 3.31632  -0.273
F 1.28275 4.15964 1.18036  -0.290
F 1.14618 2.20409 2.08590  -0.216
H -2.27990 4.98293 5.18032  0.323
H -3.90439 4.97985 4.47745  0.389
H -2.87122 3.55414 4.32505  0.296
H -2.35178 6.29425 3.04677  0.361
H -2.89517 4.85824 2.17654  0.275

The charge is +1. The HOMO-LUMO gap comes out at 7.619 eV. Its total energy is -88110.3663 eV. Its max |F| is 1.8 eV/Å. For the molar mass, the calculation gives 765.735 g/mol.

---

Computed, not measured: 12 unconnected molecules or ions with the total composition C28H58BF10N12O27 in a non-equilibrium geometry, with ωB97M-V/def2-TZVPD.

Each line ends with the Mulliken charge.
Geometry (Å):
C -4.44965 2.73908 -2.81941  -0.641
O -4.07523 1.39227 -2.69275  -0.436
C -3.00876 1.19098 -1.78310  -1.540
C -1.60112 1.73301 -2.17018  2.624
C -1.34111 3.09471 -1.47453  -1.195
C 0.06665 3.19782 -0.91134  0.130
O 0.16942 4.33582 0.00041  -0.443
C 0.01440 4.03925 1.27898  0.295
O 0.31308 4.78566 2.18198  -0.566
O -0.66279 0.78963 -1.71769  -0.642
B -0.07054 -0.02679 -2.81352  0.205
C -0.62587 -1.57808 -2.67853  -0.280
C -0.09562 -2.54999 -3.74275  -0.565
N -1.03442 -3.61557 -4.16472  -0.821
C 1.55620 0.07153 -2.98750  -1.253
C 2.36274 -0.98641 -2.19506  -0.884
C 3.56779 -0.49276 -1.43602  0.811
F 4.36803 -1.55094 -1.04991  -0.332
F 4.35597 0.28878 -2.24526  -0.361
C 3.32658 0.37001 -0.16693  0.261
F 2.40430 1.31433 -0.39571  -0.088
F 4.49958 1.00210 0.13376  -0.362
C 2.95190 -0.35122 1.16068  0.776
F 3.96445 -1.13508 1.57644  -0.267
F 2.79939 0.64164 2.07930  -0.293
C 1.63241 -1.17320 1.19873  0.473
F 1.84375 -2.41190 0.77273  -0.284
F 1.23397 -1.24273 2.47738  -0.271
F 0.67900 -0.60200 0.50164  -0.224
O -0.71820 0.56475 -4.04655  -0.470
C -1.42258 1.73876 -3.72190  -0.138
C -0.68126 2.94325 -4.31612  -0.271
C -0.59469 2.82061 -5.83459  -0.411
F -0.92696 4.04323 -6.45031  -0.440
H -5.31207 2.80483 -3.48134  0.249
H -3.66058 3.36712 -3.25398  0.188
H -4.73041 3.18233 -1.85737  0.329
H -2.89782 0.11156 -1.68866  0.158
H -3.32548 1.57750 -0.80376  0.595
H -1.52524 3.93568 -2.13943  0.113
H -2.02298 3.22595 -0.62854  0.566
H 0.27160 2.29541 -0.34937  0.232
H 0.81301 3.35333 -1.68317  -0.168
H -0.43353 3.05538 1.48872  0.318
H -1.71875 -1.59017 -2.66335  0.324
H -0.30607 -1.96644 -1.69800  0.199
H 0.77243 -3.07753 -3.33651  0.173
H 0.23614 -2.01419 -4.63396  0.253
H -1.87137 -3.15077 -4.50531  0.300
H -1.33252 -4.08825 -3.31619  0.276
H 1.92166 1.07459 -2.75226  0.425
H 1.76305 -0.06499 -4.05072  0.690
H 2.78587 -1.71055 -2.89664  0.409
H 1.71680 -1.56219 -1.53477  0.016
H -2.36517 1.67401 -4.27557  0.429
H -1.22914 3.86694 -4.11348  0.270
H 0.31593 3.03816 -3.88122  0.058
H -1.28504 2.06144 -6.19676  0.224
H 0.41144 2.53565 -6.14303  0.317
C 7.39507 -0.34083 -2.52637  -0.652
N 8.35035 -0.29119 -3.67117  0.949
O 8.22079 0.61565 -4.46998  -0.577
O 9.19778 -1.15315 -3.73363  -0.550
H 6.71806 0.49672 -2.62530  0.431
H 6.86240 -1.28250 -2.57957  0.123
H 7.98311 -0.27525 -1.61508  0.245
C -6.91029 -0.19750 -1.42231  -0.759
N -7.63836 1.09532 -1.28480  0.972
O -8.84751 1.09200 -1.21655  -0.570
O -6.93374 2.08242 -1.26881  -0.546
H -7.62826 -1.00817 -1.42347  0.335
H -6.35548 -0.14427 -2.35534  0.303
H -6.22616 -0.26806 -0.58439  0.251
C 1.85312 0.41221 5.34872  -0.822
N 1.01772 0.55263 6.57151  0.938
O 0.47065 -0.43430 7.01815  -0.547
O 0.93994 1.66035 7.05807  -0.579
H 1.83426 -0.62264 5.03116  0.309
H 1.43407 1.06503 4.58889  0.327
H 2.85713 0.72976 5.61292  0.316
C 7.25925 -3.62900 0.46363  -0.559
N 8.16191 -3.15358 -0.62174  0.904
O 9.20453 -2.62177 -0.30365  -0.541
O 7.77305 -3.31892 -1.75648  -0.493
H 7.72648 -3.41013 1.41598  0.296
H 6.31529 -3.10260 0.34959  0.129
H 7.11897 -4.69592 0.32187  0.283
C -0.95550 -2.81690 8.53178  -0.749
N -1.01102 -4.29636 8.65538  1.026
O -2.00183 -4.87286 8.25410  -0.565
O -0.05151 -4.84117 9.15839  -0.576
H -1.87212 -2.47402 8.06704  0.275
H -0.84886 -2.41691 9.53036  0.272
H -0.09035 -2.57215 7.92553  0.363
C 1.45683 4.59802 8.08594  -0.579
N 2.20400 5.05999 9.28816  0.890
O 2.96820 4.27971 9.81674  -0.535
O 1.99796 6.19447 9.66423  -0.546
H 1.73943 3.57671 7.87399  0.263
H 0.39824 4.67432 8.31309  0.253
H 1.71845 5.26214 7.26767  0.290
C -2.94639 -4.41565 5.09126  -0.640
N -4.16796 -3.99232 4.35205  0.896
O -4.28811 -4.34467 3.19965  -0.542
O -4.96988 -3.32022 4.96706  -0.543
H -2.32822 -5.00330 4.42352  0.327
H -2.43644 -3.51364 5.41426  0.207
H -3.26837 -4.99511 5.95021  0.293
C -0.50169 1.74122 -10.46720  -0.558
N -0.44270 0.74376 -9.36511  0.867
O -0.88984 1.06411 -8.28723  -0.474
O 0.07621 -0.32363 -9.62431  -0.557
H -0.97563 2.63994 -10.09082  0.292
H 0.52391 1.93271 -10.76979  0.152
H -1.07308 1.29743 -11.27698  0.296
C -9.14473 -2.57028 2.38196  -0.731
N -8.88774 -1.68301 1.21349  0.864
O -8.08247 -0.78833 1.35663  -0.499
O -9.49925 -1.92990 0.19738  -0.511
H -8.52906 -2.23372 3.20687  0.317
H -10.20225 -2.49705 2.61553  0.286
H -8.88909 -3.58112 2.08055  0.276
C 4.51946 2.93231 -11.14171  -0.723
N 3.20197 3.31399 -11.71997  0.855
O 3.17074 3.72075 -12.85940  -0.520
O 2.23689 3.18684 -10.99408  -0.536
H 5.28074 3.09600 -11.89426  0.296
H 4.67940 3.55450 -10.26680  0.293
H 4.45515 1.88684 -10.85650  0.298
C -0.66844 -3.43363 13.38807  -0.698
N -1.81233 -2.92034 12.58481  0.849
O -1.84603 -3.21509 11.40732  -0.516
O -2.63241 -2.24399 13.16116  -0.519
H -0.03025 -4.01630 12.73454  0.292
H -0.14771 -2.57177 13.79355  0.290
H -1.08306 -4.03998 14.18709  0.277

The charge is -1. The HOMO-LUMO gap comes out at 6.176 eV. Its total energy is -130964.6397 eV. Its max |F| is 1.5 eV/Å. For the molar mass, the calculation gives 1195.621 g/mol.

---

Q: What is the formula in the second record?
A: C28H58BF10N12O27